(1)
{
  "formula": "C32H86N2O12",
  "method": "wB97M-V/def2-TZVPD",
  "relative_energy_kj_mol": 0.0,
  "largest_force_ev_per_a": 1.98,
  "spin_multiplicity": 1,
  "lumo_energy_ev": 0.15,
  "symbols": ["C", "C", "O", "H", "H", "H", "H", "H", "H", "C", "C", "O", "H", "H", "H", "H", "H", "H", "C", "C", "O", "H", "H", "H", "H", "H", "H", "C", "C", "O", "H", "H", "H", "H", "H", "H", "C", "C", "O", "H", "H", "H", "H", "H", "H", "C", "C", "O", "H", "H", "H", "H", "H", "H", "C", "C", "O", "H", "H", "H", "H", "H", "H", "C", "C", "C", "C", "C", "C", "N", "O", "C", "C", "C", "H", "H", "H", "H", "H", "H", "H", "H", "H", "H", "H", "H", "H", "H", "H", "H", "H", "H", "H", "C", "C", "C", "C", "C", "C", "N", "O", "C", "C", "C", "H", "H", "H", "H", "H", "H", "H", "H", "H", "H", "H", "H", "H", "H", "H", "H", "H", "H", "H", "O", "H", "H", "O", "H", "H", "O", "H", "H"],
  "positions_angstrom": [[6.62452, 3.87859, -2.00801], [6.32137, 2.63404, -1.19885], [7.34265, 1.66775, -1.45333], [5.87727, 4.65641, -1.83546], [6.59924, 3.68968, -3.08473], [7.61790, 4.26139, -1.77864], [5.33490, 2.22343, -1.44243], [6.29489, 2.94206, -0.14609], [7.38593, 1.08796, -0.68843], [3.47362, 1.80099, 4.79005], [2.76270, 0.45943, 5.00017], [2.21734, -0.08808, 3.81905], [3.57644, 2.01800, 3.72027], [4.51011, 1.80840, 5.13008], [2.91975, 2.62774, 5.22602], [1.93965, 0.64839, 5.69319], [3.41113, -0.22117, 5.56271], [2.87863, -0.10003, 3.11956], [-6.88675, 2.18901, -3.36340], [-5.67709, 3.09822, -3.44137], [-5.98245, 4.42691, -2.96649], [-6.54550, 1.17057, -3.57739], [-7.62331, 2.49594, -4.10236], [-7.30461, 2.20653, -2.36057], [-5.18695, 3.23591, -4.40271], [-4.86907, 2.74697, -2.77811], [-6.19226, 4.33919, -2.02787], [5.73736, -2.51729, -1.59573], [4.24869, -2.43071, -1.34615], [3.90257, -2.84450, -0.01546], [5.85738, -2.05703, -2.58842], [6.04519, -3.55574, -1.68770], [6.41318, -1.93374, -0.97431], [3.79300, -3.14130, -2.04032], [3.86644, -1.41817, -1.49139], [3.17119, -3.46614, -0.00906], [-1.61479, 3.14372, 4.79197], [-1.96412, 4.59054, 5.07549], [-1.17063, 5.47315, 4.27687], [-2.23622, 2.45073, 5.37679], [-0.60393, 2.85526, 5.09512], [-1.73724, 2.89387, 3.73725], [-1.70170, 4.85217, 6.09812], [-3.02720, 4.74923, 4.88044], [-1.32647, 5.25782, 3.34857], [-3.21356, 7.45810, 3.01158], [-3.92988, 6.53749, 2.03716], [-3.39101, 5.20926, 2.11708], [-3.37091, 7.09139, 4.02365], [-3.62160, 8.47100, 2.94679], [-2.14328, 7.50677, 2.81104], [-3.94508, 6.86568, 0.99569], [-4.96760, 6.43514, 2.36151], [-2.65750, 5.06823, 1.50583], [1.51801, -3.67197, 4.41225], [1.87553, -3.44883, 2.95552], [0.72822, -3.06302, 2.21219], [1.18834, -2.73803, 4.87624], [2.34468, -4.01819, 5.03876], [0.68614, -4.37177, 4.51315], [2.19466, -4.37780, 2.48440], [2.66898, -2.69618, 2.91156], [0.12238, -2.48979, 2.69841], [1.34193, -0.28927, 0.25467], [1.03417, 1.21490, 0.06432], [1.16701, 1.55749, -1.41450], [0.04869, 0.99292, -2.25841], [-1.27563, 1.51261, -1.74163], [-1.50602, 1.29035, -0.23942], [-0.29146, 1.57591, 0.49337], [-0.43601, 1.53319, 1.88224], [-2.58528, 2.28385, 0.22330], [-2.02260, -0.12003, 0.04893], [2.07512, 2.01817, 0.81012], [2.33254, -0.54105, -0.12340], [0.65054, -0.95565, -0.25949], [1.23205, -0.53676, 1.31498], [1.07028, 2.65460, -1.45466], [2.18000, 1.36104, -1.76930], [0.05374, -0.10156, -2.32284], [0.19476, 1.28842, -3.30398], [-2.09893, 0.98225, -2.23269], [-1.42646, 2.56037, -2.01114], [-2.81321, 1.99189, 1.25126], [-2.20703, 3.30176, 0.15446], [-3.51822, 2.19039, -0.33440], [-1.30284, -0.93474, -0.01413], [-2.33859, -0.18970, 1.09678], [-2.87481, -0.34998, -0.59294], [2.13796, 1.81883, 1.87754], [1.80365, 3.07439, 0.68584], [3.06110, 1.92455, 0.34952], [-0.41032, 0.59590, 2.14443], [-1.76076, -6.44571, -5.30208], [-0.75454, -6.25034, -4.14483], [0.40612, -5.44424, -4.68863], [1.31734, -4.92521, -3.55712], [0.46536, -4.13164, -2.57740], [-0.71308, -4.89467, -1.97152], [-1.41842, -5.49796, -3.10158], [-2.59513, -6.18004, -2.67020], [-0.20301, -5.87211, -0.90181], [-1.61988, -3.85675, -1.34212], [-0.32872, -7.66758, -3.75743], [-2.35096, -5.53944, -5.45720], [-2.42683, -7.29660, -5.18389], [-1.19425, -6.60129, -6.22524], [1.01041, -6.01641, -5.39348], [0.02382, -4.57019, -5.22827], [2.02002, -4.21483, -3.99762], [1.82172, -5.79096, -3.12680], [0.12807, -3.21311, -3.06726], [1.08980, -3.79165, -1.74018], [0.28990, -5.38300, -0.06736], [-1.08018, -6.43173, -0.56085], [0.43577, -6.61566, -1.37419], [-2.14659, -3.28483, -2.11771], [-2.43817, -4.28768, -0.75638], [-1.11313, -3.11599, -0.72337], [0.37652, -7.75901, -2.92579], [0.08967, -8.23936, -4.58733], [-1.19552, -8.22895, -3.39325], [-3.29960, -5.54669, -2.83146], [-5.23071, 4.61369, -0.20941], [-5.36958, 4.29657, 0.68889], [-4.31644, 4.90622, -0.20982], [-0.38521, -0.77326, 4.03097], [0.54941, -0.50387, 3.90713], [-0.64603, -0.39357, 4.87450], [-0.73312, 5.39090, 1.12448], [-0.64236, 6.30660, 0.84159], [0.10291, 4.97170, 0.89541]]
}


(2)
{
  "formula": "C11H48CdF6N2O20S2",
  "method": "wB97M-V/def2-TZVPD",
  "relative_energy_kj_mol": 0.0,
  "largest_force_ev_per_a": 4.47,
  "spin_multiplicity": 1,
  "lumo_energy_ev": -0.96,
  "symbols": ["Cd", "C", "F", "F", "F", "S", "O", "O", "N", "S", "O", "O", "C", "F", "F", "F", "C", "C", "C", "C", "C", "C", "N", "O", "C", "C", "C", "H", "H", "H", "H", "H", "H", "H", "H", "H", "H", "H", "H", "H", "H", "H", "H", "H", "H", "O", "H", "H", "O", "H", "H", "O", "H", "H", "O", "H", "H", "O", "H", "H", "O", "H", "H", "O", "H", "H", "O", "H", "H", "O", "H", "H", "O", "H", "H", "O", "H", "H", "O", "H", "H", "O", "H", "H", "O", "H", "H", "O", "H", "H"],
  "positions_angstrom": [[1.03830, -3.11243, 1.45112], [4.67158, -2.63572, -0.74442], [5.78024, -3.08924, -1.25490], [4.88650, -1.87372, 0.31315], [4.04901, -1.94654, -1.67147], [3.63681, -4.14130, -0.14027], [4.04831, -5.21755, -1.01101], [3.96369, -4.32119, 1.25744], [1.94976, -3.72001, -0.23859], [1.36950, -4.00310, -1.71030], [0.12950, -3.25519, -1.85103], [2.31846, -3.86963, -2.80509], [0.75258, -5.81557, -1.65658], [0.71501, -6.24131, -2.91355], [1.65420, -6.56420, -1.02024], [-0.42812, -5.91808, -1.07807], [1.29477, 0.03257, -1.76560], [1.39035, 0.83838, -0.45899], [1.03740, 2.31269, -0.73862], [-0.45110, 2.69783, -0.76768], [-1.08057, 2.22505, 0.50584], [-0.87501, 0.71256, 0.68953], [0.54989, 0.32399, 0.60871], [0.77826, -1.02707, 0.84827], [-1.85184, -0.01255, -0.21404], [-1.37909, 0.41759, 2.11737], [2.86424, 0.79866, 0.02955], [0.51086, 0.34852, -2.46846], [1.13047, -1.02978, -1.58439], [2.16769, 0.12655, -2.41860], [1.29379, 2.53147, -1.78406], [1.60785, 3.05835, -0.18292], [-1.00397, 2.34943, -1.64167], [-0.46492, 3.78809, -0.85908], [-2.15794, 2.38133, 0.40562], [-0.66480, 2.81489, 1.32549], [-1.57378, 0.06598, -1.26926], [-2.89341, 0.24144, -0.01158], [-1.83014, -1.10169, -0.08867], [-1.62498, -0.61509, 2.38858], [-2.36866, 0.88124, 2.18488], [-0.75232, 0.80585, 2.92147], [3.46057, 1.52111, -0.52680], [3.22268, -0.22464, 0.02770], [2.87148, 1.12360, 1.07182], [-2.55769, 1.62286, 4.90351], [-1.65231, 1.32360, 5.03960], [-3.00647, 0.86425, 4.47571], [1.71647, 0.06459, 3.51030], [1.12449, -0.04085, 2.74458], [2.12989, 0.92756, 3.38669], [2.07849, 3.14198, 3.03771], [2.09297, 3.11475, 2.07514], [1.17463, 3.38985, 3.25924], [-3.91060, 2.14624, -1.99252], [-3.78057, 1.36284, -2.53738], [-3.66799, 1.87018, -1.10336], [2.87464, -0.28651, -5.01259], [2.06413, -0.78293, -4.81564], [3.36082, -0.84169, -5.62994], [-4.22871, -0.31007, 3.95081], [-4.70790, -0.02461, 4.74156], [-4.88955, -0.27334, 3.24412], [-0.04325, -2.75549, 3.24154], [-0.26006, -1.87261, 3.57827], [-0.79010, -3.31545, 3.49183], [-1.00143, -3.50069, 0.59762], [-1.01155, -3.01741, -0.25106], [-1.92196, -3.73249, 0.76882], [4.13000, 1.85261, -3.78006], [3.48941, 2.46020, -3.39983], [3.60129, 1.24922, -4.33948], [-5.55637, 2.24500, 0.74209], [-6.19207, 2.85347, 1.12750], [-4.82599, 2.22207, 1.38116], [-0.96783, 2.57311, -4.36631], [-1.38314, 2.83836, -3.53785], [-0.11304, 3.01676, -4.36615], [-4.00705, 3.09897, 2.88262], [-3.48460, 2.60981, 3.53993], [-3.92070, 4.02263, 3.13797], [0.14791, -1.34569, -4.70100], [-0.63412, -1.07113, -5.19120], [0.07365, -0.89320, -3.85169], [1.70012, 5.74514, 0.29189], [2.14693, 6.52032, -0.06443], [1.92509, 5.03511, -0.31814], [-3.50186, -2.57380, 2.42095], [-3.94904, -2.49160, 1.57124], [-3.60804, -1.70348, 2.84564]]
}


(3)
{
  "formula": "C3H6IN2O",
  "method": "wB97M-V/def2-TZVPD",
  "relative_energy_kj_mol": 221.6,
  "largest_force_ev_per_a": 1.40,
  "spin_multiplicity": 1,
  "total_charge": 1,
  "lumo_energy_ev": -4.81,
  "symbols": ["C", "C", "C", "N", "N", "O", "I", "H", "H", "H", "H", "H", "H"],
  "positions_angstrom": [[-0.17679, -0.33449, -1.01027], [-0.32882, 1.26203, 0.55842], [0.38223, -0.93619, 1.39162], [-0.03711, 0.00162, 0.39421], [-0.78392, 0.84248, -1.51950], [-0.68508, 1.84136, -0.53837], [1.80416, -0.93534, -2.06963], [-0.79643, -1.21867, -1.16613], [-0.27534, 1.83056, 1.47352], [0.53607, -0.42462, 2.33865], [-0.37995, -1.70860, 1.51673], [1.31267, -1.41470, 1.08012], [-0.57169, 1.19458, -2.44936]]
}